P) 170
Properties=species:S:1:pos:R:3:mulliken_charge:R:1 method="wB97M-V/def2-TZVPD" smiles=COC[C@H](C)N.COC[C@H](C)N.COC[C@H](C)N.COC[C@H](C)N.COC[C@H](C)N.COC[C@H](C)N.COC[C@H](C)N.COC[C@H](C)N.COC[C@H](C)N.COC[C@H](C)N e_homo_ev=-8.18
C -15.467 6.050 2.725 -0.7639
O -15.744 7.422 2.966 -0.3500
C -15.156 8.197 1.938 -1.1287
C -15.047 9.679 2.270 1.3018
C -16.368 10.280 2.652 -1.4038
N -14.458 10.387 1.113 -0.0889
H -14.441 5.891 3.070 0.2824
H -15.526 5.727 1.681 0.3275
H -16.181 5.419 3.252 0.2636
H -14.162 7.780 1.733 0.4185
H -15.639 8.176 0.948 0.3026
H -14.293 9.720 3.069 -0.0607
H -16.999 10.497 1.787 0.2203
H -16.471 11.105 3.359 0.2667
H -16.931 9.499 3.182 0.4178
H -13.718 9.863 0.657 0.1061
H -14.030 11.235 1.512 0.0786
C -7.172 12.940 -1.531 -0.3908
O -8.284 12.569 -0.734 1.6403
C -9.175 13.661 -0.597 -0.0481
C -10.394 13.203 0.183 1.5464
C -11.433 12.473 -0.626 -0.6168
N -11.055 14.311 0.912 -0.4045
H -6.333 12.248 -1.516 -0.5199
H -6.816 13.924 -1.208 0.2014
H -7.515 13.037 -2.566 0.0676
H -8.696 14.480 -0.051 -0.1497
H -9.496 13.842 -1.632 -1.2152
H -10.040 12.598 1.033 -0.1277
H -11.926 13.186 -1.297 0.4845
H -12.158 11.822 -0.145 -0.2802
H -10.878 11.786 -1.272 -0.4778
H -11.546 14.810 0.170 -0.1713
H -10.380 14.948 1.317 0.1502
C -6.458 17.581 -6.066 -0.8770
O -6.313 16.286 -5.490 -0.3688
C -6.128 15.275 -6.455 -0.8053
C -5.662 13.980 -5.753 1.6779
C -4.227 14.157 -5.267 -1.8741
N -5.718 12.768 -6.606 -0.5349
H -6.156 18.374 -5.386 0.2491
H -7.490 17.622 -6.423 0.3303
H -5.770 17.719 -6.907 0.3673
H -7.117 15.033 -6.876 0.3350
H -5.477 15.518 -7.298 0.6033
H -6.234 13.727 -4.857 -0.8846
H -3.758 13.197 -5.052 0.4954
H -4.235 14.837 -4.415 0.3572
H -3.568 14.600 -6.022 0.3636
H -5.244 13.028 -7.473 0.2342
H -6.702 12.706 -6.875 0.3167
C -14.556 15.701 0.217 -0.8135
O -14.963 14.465 0.764 0.2081
C -16.331 14.117 0.524 -0.9068
C -16.443 13.370 -0.808 0.5289
C -17.926 13.066 -0.999 -1.5822
N -15.639 12.158 -0.872 -0.5628
H -13.486 15.700 0.416 -0.0605
H -15.096 16.572 0.599 0.3143
H -14.709 15.662 -0.870 0.4433
H -16.664 13.441 1.315 0.3114
H -16.956 15.012 0.609 0.4595
H -16.096 14.034 -1.606 0.2144
H -18.230 12.488 -0.119 0.2985
H -18.199 12.420 -1.835 0.3864
H -18.519 13.975 -1.091 0.3970
H -14.685 12.345 -0.597 0.0919
H -15.972 11.420 -0.267 0.2593
C -3.719 11.112 -0.401 -0.9941
O -3.625 10.295 -1.532 -0.1552
C -3.054 9.022 -1.219 -0.7583
C -3.171 8.049 -2.383 0.6536
C -2.472 6.721 -1.984 -1.5178
N -2.516 8.586 -3.554 -0.5751
H -4.380 10.594 0.311 0.3076
H -4.010 12.139 -0.599 0.2831
H -2.780 11.151 0.176 0.4958
H -2.019 9.260 -0.926 0.3092
H -3.457 8.682 -0.252 0.4544
H -4.217 7.854 -2.605 -0.1385
H -1.410 6.948 -1.936 0.3792
H -2.758 5.991 -2.741 0.3685
H -2.908 6.283 -1.086 0.3572
H -1.538 8.814 -3.489 0.2583
H -3.068 9.375 -3.863 0.2441
C -9.991 7.490 4.100 -0.7280
O -9.634 7.607 2.742 -0.4492
C -9.889 8.832 2.107 -0.3281
C -8.979 8.980 0.882 0.1430
C -7.635 9.675 1.071 -1.3065
N -9.699 9.665 -0.216 -0.3780
H -9.962 6.431 4.334 0.2814
H -11.009 7.865 4.271 0.2536
H -9.363 8.134 4.724 0.3063
H -10.917 9.082 1.833 0.1546
H -9.561 9.634 2.788 0.1288
H -8.839 8.013 0.390 0.6013
H -6.998 9.412 0.224 0.1792
H -7.075 9.184 1.883 0.6332
H -7.595 10.733 1.322 0.2231
H -9.514 9.308 -1.142 0.2571
H -9.445 10.644 -0.262 -0.2752
C -14.200 16.061 4.495 -0.6877
O -14.005 14.672 4.616 -0.4027
C -12.689 14.284 4.226 -0.6782
C -12.714 12.829 3.800 0.1988
C -11.487 11.997 4.107 -1.1984
N -13.084 12.661 2.388 0.6631
H -14.530 16.332 3.483 0.1555
H -13.300 16.646 4.701 0.3525
H -15.020 16.375 5.140 0.2959
H -12.209 14.980 3.525 0.1715
H -12.017 14.510 5.072 0.5223
H -13.525 12.290 4.304 0.3887
H -11.077 12.100 5.113 0.5059
H -10.719 12.285 3.379 -0.0394
H -11.714 10.936 4.002 0.1742
H -13.957 13.183 2.313 0.0557
H -12.444 13.164 1.763 -0.4601
C -12.420 18.076 -2.051 -0.4873
O -11.726 17.420 -3.088 -0.3583
C -10.435 16.948 -2.712 -0.4004
C -9.713 16.336 -3.920 0.4806
C -10.482 15.103 -4.380 -1.1652
N -8.383 15.971 -3.391 -0.2002
H -12.677 17.430 -1.201 0.0181
H -13.423 18.288 -2.422 0.2904
H -11.869 18.952 -1.706 0.3320
H -9.882 17.880 -2.536 0.4696
H -10.500 16.223 -1.899 -0.0798
H -9.541 17.010 -4.764 0.4416
H -10.327 14.288 -3.669 0.0529
H -10.212 14.718 -5.364 0.3668
H -11.554 15.301 -4.333 0.3933
H -7.923 16.641 -2.790 0.2071
H -7.780 15.807 -4.197 -0.1081
C -10.192 11.342 -4.164 -0.4124
O -9.273 10.301 -4.383 -0.4112
C -8.093 10.694 -5.079 -0.5112
C -7.058 9.574 -4.861 0.2387
C -6.487 9.686 -3.450 0.0324
N -6.022 9.743 -5.908 -0.8427
H -11.046 10.845 -3.697 0.2881
H -10.555 11.773 -5.105 0.4076
H -9.846 12.123 -3.481 -0.0880
H -8.374 10.773 -6.135 0.5819
H -7.651 11.634 -4.728 -0.0730
H -7.613 8.634 -4.892 0.4212
H -6.010 10.648 -3.254 0.2829
H -5.804 8.872 -3.224 -0.4518
H -7.373 9.615 -2.812 0.0559
H -5.160 9.954 -5.401 0.3071
H -6.155 10.708 -6.230 0.2716
C -4.941 14.048 1.795 -0.6866
O -5.796 14.038 2.914 -0.4304
C -7.152 13.726 2.626 -0.0520
C -8.117 14.916 2.866 2.9709
C -7.729 16.230 2.126 -1.2923
N -8.075 15.355 4.258 -0.7411
H -5.322 14.520 0.882 0.1947
H -4.794 12.991 1.525 0.2644
H -4.020 14.502 2.156 0.3704
H -7.250 13.344 1.603 -0.2394
H -7.437 12.911 3.295 0.3750
H -9.083 14.608 2.475 -2.0919
H -7.055 16.856 2.703 0.3996
H -8.626 16.695 1.727 0.2674
H -7.087 15.945 1.281 0.2064
H -7.121 15.645 4.454 0.3024
H -8.199 14.626 4.960 0.2953

=====

Q) 170
Properties=species:S:1:pos:R:3:mulliken_charge:R:1 method="wB97M-V/def2-TZVPD" smiles=COC[C@H](C)N.COC[C@H](C)N.COC[C@H](C)N.COC[C@H](C)N.COC[C@H](C)N.COC[C@H](C)N.COC[C@H](C)N.COC[C@H](C)N.COC[C@H](C)N.COC[C@H](C)N e_homo_ev=-8.71
C 1.992 -3.267 -0.242 0.1038
O 2.662 -3.674 -1.411 -0.4460
C 1.674 -3.583 -2.497 -0.7408
C 1.414 -5.042 -3.082 0.6181
C 2.734 -5.612 -3.594 -1.4829
N 0.352 -4.694 -4.107 -0.5681
H 2.655 -3.443 0.608 0.3439
H 1.154 -3.906 -0.034 -0.0683
H 1.660 -2.220 -0.332 -0.0380
H 0.758 -3.153 -2.176 0.3116
H 1.997 -2.874 -3.310 0.3851
H 0.972 -5.668 -2.298 0.1026
H 2.595 -6.530 -4.081 0.4571
H 3.487 -5.750 -2.807 0.3175
H 3.160 -4.904 -4.297 0.3101
H 0.610 -3.889 -4.699 0.2098
H 0.196 -5.460 -4.702 0.2456
C 3.285 2.573 -4.033 -0.4994
O 2.920 3.876 -3.540 -0.5232
C 2.575 3.775 -2.188 0.4458
C 2.577 5.203 -1.621 0.3379
C 2.553 5.176 -0.116 -1.1475
N 1.379 5.909 -2.069 -0.6186
H 2.385 1.963 -3.966 0.1294
H 4.018 2.095 -3.427 0.1948
H 3.542 2.625 -5.079 0.3604
H 1.639 3.241 -1.940 -0.2918
H 3.402 3.186 -1.689 0.1183
H 3.501 5.602 -1.983 0.3722
H 1.997 4.286 0.208 -0.1975
H 2.187 6.140 0.293 0.4674
H 3.491 5.032 0.355 0.3651
H 1.430 5.799 -3.103 0.2683
H 1.553 6.888 -1.853 0.2363
C -5.316 2.136 -3.631 -0.8261
O -4.172 2.901 -3.835 -0.3353
C -3.495 3.226 -2.643 -0.1174
C -2.316 4.279 -2.912 0.2993
C -1.462 3.821 -4.125 -0.6212
N -1.599 4.493 -1.684 -0.6242
H -6.079 2.689 -3.095 0.3675
H -5.016 1.275 -3.072 0.2512
H -5.706 1.768 -4.550 0.2915
H -4.370 3.568 -2.000 0.3071
H -2.990 2.287 -2.201 -0.0714
H -2.867 5.171 -3.255 0.0856
H -0.721 4.632 -4.343 0.3916
H -2.129 3.699 -5.004 0.3407
H -0.949 2.839 -3.922 -0.2262
H -1.501 3.745 -1.020 0.2426
H -0.663 4.878 -1.809 0.2615
C 3.823 -0.950 3.801 -0.6203
O 4.390 0.362 3.482 -0.1416
C 3.794 1.394 4.219 -0.3532
C 4.509 2.685 3.879 0.0098
C 4.253 3.060 2.368 -0.4973
N 5.945 2.557 4.225 -0.7886
H 4.404 -1.548 3.077 0.1006
H 2.793 -1.030 3.546 0.1176
H 4.028 -1.170 4.834 0.3491
H 2.760 1.541 3.935 -0.0368
H 3.956 1.165 5.310 0.5302
H 4.131 3.539 4.511 0.4584
H 3.199 2.892 2.106 -0.2067
H 4.858 2.430 1.708 0.1794
H 4.500 4.065 2.170 0.5480
H 6.310 1.745 3.770 0.2528
H 6.446 3.398 3.903 0.2915
C -2.316 -5.073 4.145 -0.7933
O -2.594 -4.904 2.717 -0.2314
C -2.208 -5.993 1.963 -0.8993
C -2.538 -5.715 0.504 0.1017
C -1.600 -4.576 -0.210 -0.3430
N -3.964 -5.518 0.346 -0.6753
H -1.332 -5.518 4.305 0.3142
H -3.147 -5.682 4.563 0.3045
H -2.484 -4.084 4.523 0.2006
H -1.113 -6.225 1.943 0.3267
H -2.673 -6.958 2.302 0.3792
H -2.256 -6.705 0.041 0.3285
H -1.636 -3.655 0.405 0.0415
H -2.035 -4.352 -1.181 0.1659
H -0.524 -4.920 -0.346 0.1878
H -4.264 -5.477 -0.626 0.3139
H -4.236 -4.633 0.775 0.1941
C -2.417 1.800 4.806 -1.1291
O -1.226 1.325 5.515 -0.3579
C -1.282 -0.058 5.898 -0.5261
C -2.022 -0.217 7.194 0.4633
C -1.518 0.748 8.247 -1.4324
N -2.015 -1.594 7.540 -0.5687
H -3.210 2.024 5.494 0.4690
H -2.786 1.026 4.162 0.3128
H -2.090 2.602 4.150 0.4483
H -1.688 -0.657 5.085 0.2737
H -0.245 -0.457 6.216 0.3455
H -3.066 0.046 6.983 0.1926
H -1.918 0.590 9.224 0.4375
H -1.672 1.816 8.020 0.2720
H -0.436 0.629 8.297 0.2884
H -1.079 -1.949 7.698 0.2346
H -2.524 -1.768 8.396 0.2587
C 3.752 -0.018 -0.783 -0.2327
O 4.979 0.686 -0.738 -0.4507
C 5.798 0.161 0.348 0.3904
C 6.207 -1.268 0.212 0.7882
C 7.437 -1.680 1.004 -1.6218
N 6.467 -1.693 -1.155 -0.7231
H 3.214 0.467 -1.571 0.0831
H 3.201 -0.046 0.136 -0.0425
H 3.899 -1.018 -1.153 0.2438
H 6.682 0.813 0.242 0.4246
H 5.322 0.356 1.275 -0.4784
H 5.440 -1.927 0.622 -0.1602
H 8.253 -0.961 0.876 0.4037
H 7.726 -2.699 0.801 0.4401
H 7.232 -1.662 2.127 0.2533
H 7.317 -1.242 -1.485 0.2879
H 5.741 -1.437 -1.819 0.2610
C -3.790 -1.631 -0.463 -0.3721
O -4.591 -0.538 -0.244 -0.4897
C -4.160 0.210 0.876 -0.2118
C -5.363 0.948 1.401 0.2683
C -5.077 1.976 2.500 -1.1581
N -6.497 0.184 1.798 -0.7029
H -2.704 -1.469 -0.554 -0.0890
H -4.184 -2.210 -1.359 0.2904
H -3.965 -2.352 0.367 0.5025
H -3.741 -0.528 1.598 0.3121
H -3.298 0.944 0.706 -0.0897
H -5.596 1.523 0.497 0.1421
H -4.062 2.310 2.446 0.3389
H -5.264 1.489 3.517 0.2569
H -5.810 2.788 2.336 0.3411
H -6.624 -0.538 1.103 0.3334
H -6.274 -0.328 2.668 0.3048
C -2.770 -1.494 -4.174 -0.1604
O -1.784 -1.009 -5.028 -0.4345
C -2.028 0.331 -5.462 -0.2202
C -3.149 0.429 -6.491 0.6109
C -2.825 -0.446 -7.765 -1.6437
N -3.212 1.862 -6.762 -0.6369
H -2.364 -2.257 -3.412 -0.1896
H -3.613 -1.868 -4.757 0.4581
H -3.212 -0.620 -3.579 0.0037
H -2.180 0.966 -4.622 -0.2460
H -1.157 0.577 -5.989 0.6202
H -4.102 -0.001 -6.105 0.1642
H -3.607 -0.293 -8.449 0.5035
H -2.801 -1.469 -7.592 0.3455
H -1.885 -0.146 -8.233 0.3456
H -3.827 2.064 -7.565 0.2730
H -3.646 2.305 -5.932 0.2247
C -0.010 0.029 -1.609 0.2736
O 0.521 -0.015 -0.283 1.0351
C 0.339 1.181 0.436 0.0455
C 0.850 1.031 1.903 2.4885
C 0.157 -0.205 2.478 -1.0862
N 0.440 2.171 2.607 -0.1837
H -1.092 -0.144 -1.670 -0.1541
H 0.458 -0.804 -2.231 -0.0628
H 0.224 1.001 -2.153 -0.4156
H 0.837 2.083 -0.057 -1.0880
H -0.719 1.551 0.520 -0.0996
H 1.987 0.802 1.972 -1.5130
H 0.537 -1.118 2.050 0.1790
H -0.930 -0.065 2.270 -0.3361
H 0.393 -0.305 3.540 0.4310
H 0.902 3.042 2.357 0.2374
H 0.457 2.063 3.628 0.1995

=====

Looking at the structures above, which would you pick as the most stable? I would pick P).